41
Properties=species:S:1:pos:R:3:nbo_charge:R:1 method="wB97M-V/def2-TZVPD" molar_mass_g_mol=288.902 total_charge=0 spin_multiplicity=1 smiles="C[C@@H]1COC(=O)O1.C[C@@H]1COC(=O)O1.CCB(O)BN" energy_ev=-27887.95333 e_above_lowest_kcal_mol=0.00
C -0.17 -3.60 4.96 -0.627
C 0.06 -2.18 4.55 0.068
C -0.21 -1.12 5.60 -0.094
O -0.61 0.01 4.81 -0.487
C -1.10 -0.45 3.64 0.973
O -1.65 0.21 2.82 -0.578
O -0.88 -1.78 3.53 -0.504
H -0.05 -4.27 4.11 0.236
H 0.55 -3.89 5.72 0.222
H -1.18 -3.73 5.36 0.221
H 1.07 -2.05 4.13 0.184
H 0.66 -0.85 6.20 0.207
H -1.04 -1.41 6.25 0.185
C 3.36 1.13 -3.57 -0.626
C 2.51 2.34 -3.82 0.066
C 2.97 3.63 -3.18 -0.094
O 1.74 4.33 -2.95 -0.491
C 0.75 3.40 -2.85 0.970
O -0.36 3.63 -2.49 -0.559
O 1.21 2.18 -3.21 -0.509
H 2.89 0.24 -3.98 0.230
H 4.34 1.26 -4.04 0.222
H 3.51 0.98 -2.50 0.221
H 2.34 2.49 -4.89 0.183
H 3.62 4.24 -3.80 0.205
H 3.45 3.45 -2.21 0.183
C -3.64 0.52 -0.87 -0.590
C -2.11 0.39 -0.60 -0.790
B -1.70 -1.11 -0.78 0.729
O -1.82 -1.97 0.31 -0.897
B -1.05 -1.82 -2.19 0.325
N 0.20 -1.30 -2.62 -1.043
H -4.08 -0.41 -1.23 0.196
H -4.17 0.82 0.04 0.211
H -3.83 1.28 -1.62 0.208
H -1.57 1.06 -1.28 0.220
H -1.90 0.72 0.42 0.236
H -1.50 -1.57 1.13 0.499
H -1.48 -2.78 -2.77 -0.083
H 0.58 -1.71 -3.47 0.374
H 0.29 -0.30 -2.64 0.398